one:
{"formula": "C6H10O3", "method": "ωB97M-V with the def2-TZVPD basis set", "orbital_gap_ev": 9.639, "e_lumo_ev": -0.592, "symbols": ["C", "C", "C", "C", "C", "C", "H", "H", "H", "H", "H", "H", "H", "H", "H", "H", "O", "O", "O"], "positions_angstrom": [[-1.9621, -1.2657, -0.4608], [-0.9609, -0.2411, -0.5948], [-1.3172, 1.1749, -0.3331], [0.2814, -0.7340, 0.3841], [1.5334, 0.0754, 0.1148], [2.4305, 0.3313, 1.3104], [-1.7351, -2.4761, -1.1115], [-2.8310, -0.8292, -1.2810], [-2.3174, -1.2295, 0.4763], [-0.5449, -0.4035, -1.5310], [-0.4146, 2.0898, -0.5911], [-2.1888, 1.4352, -1.2206], [-1.5367, 1.3353, 0.7710], [-0.2100, -0.4159, 1.1897], [0.6332, -1.9394, 0.3741], [3.6544, 1.5267, 0.0249], [1.8434, 0.5437, -1.0077], [3.5206, 1.0242, 1.0088], [2.1220, -0.0021, 2.4775]]}

two:
{"formula": "C6H10O3", "method": "ωB97M-V with the def2-TZVPD basis set", "orbital_gap_ev": [8.700, 6.926], "e_lumo_ev": [0.515, -0.614], "symbols": ["C", "C", "C", "C", "C", "C", "O", "O", "O", "H", "H", "H", "H", "H", "H", "H", "H", "H", "H"], "positions_angstrom": [[-1.3752, -0.5277, -0.0253], [-2.5348, 0.1807, 0.1811], [1.1331, -1.0338, -0.5776], [0.1205, -0.0671, -0.1387], [0.3690, 0.3472, 1.3860], [0.0919, 1.0800, -1.0637], [-1.5355, -1.9054, -0.1274], [-3.6763, -0.3755, 0.2280], [1.5275, -1.9762, 0.3293], [-2.4523, 1.2578, 0.3725], [1.4231, -0.9807, -1.5478], [-0.5197, 0.5904, 1.8396], [0.9417, 1.2291, 1.3918], [0.8695, -0.5199, 1.7568], [1.0454, 1.2589, -1.3628], [-0.2558, 1.9317, -0.5142], [-0.6194, 0.9804, -1.8885], [-2.4051, -2.2232, 0.1592], [1.8537, -2.6414, -0.2408]]}

Which structure is the least stable? The one labeled one.

one:
{"formula": "C2H9NS2", "method": "ωB97M-V with the def2-TZVPD basis set", "orbital_gap_ev": 8.900, "e_lumo_ev": -0.095, "smiles": "CCN.SS", "symbols": ["S", "S", "H", "H", "C", "C", "N", "H", "H", "H", "H", "H", "H", "H"], "positions_angstrom": [[-4.3261, -1.0257, -2.6425], [-2.7603, -0.0183, -1.5273], [-3.8129, -0.3728, -3.6702], [-3.5532, 1.0595, -1.4607], [1.5812, -1.0884, 0.9145], [1.0136, 0.2849, 0.5978], [1.8755, 1.3467, 1.1305], [2.6701, -1.2068, 0.7269], [1.0468, -1.8521, 0.3520], [1.5798, -1.2662, 1.9884], [-0.0105, 0.4207, 0.9671], [1.0136, 0.3306, -0.4973], [2.2348, 1.1308, 2.0468], [1.4474, 2.2571, 1.0741]]}

two:
{"formula": "C2H9NS2", "method": "ωB97M-V with the def2-TZVPD basis set", "orbital_gap_ev": 8.617, "e_lumo_ev": 0.007, "smiles": "CNC.SS", "symbols": ["S", "S", "H", "H", "C", "N", "C", "H", "H", "H", "H", "H", "H", "H"], "positions_angstrom": [[-1.5487, 1.5820, -4.3072], [-2.3746, 0.7248, -2.5390], [-0.4053, 2.1783, -3.8797], [-1.6833, -0.4116, -2.6632], [0.1969, 0.0337, 2.4085], [0.4905, 0.1213, 0.9975], [1.1545, -1.0452, 0.3955], [1.1300, 0.1222, 2.9772], [-0.3319, -0.8461, 2.7923], [-0.3451, 0.9382, 2.6864], [-0.2895, 0.4577, 0.4674], [0.5188, -1.9155, 0.2216], [1.4745, -0.6689, -0.5785], [2.0130, -1.2710, 1.0213]]}

Which structure is the least stable? The one labeled two.

one:
{"formula": "C2H9NS2", "method": "ωB97M-V with the def2-TZVPD basis set", "orbital_gap_ev": 9.008, "e_lumo_ev": 0.280, "smiles": "CCN.SS", "symbols": ["S", "S", "H", "H", "C", "C", "N", "H", "H", "H", "H", "H", "H", "H"], "positions_angstrom": [[0.7426, 1.6960, -2.2621], [-1.2463, 1.0855, -2.3609], [1.0268, 1.4510, -3.5487], [-1.2126, 0.6637, -1.0905], [1.5843, -1.6403, 2.7915], [0.0991, -1.9501, 2.5537], [-0.6574, -1.5923, 3.7382], [1.5993, -0.6757, 3.3000], [2.0944, -2.3979, 3.3792], [2.0750, -1.4847, 1.8290], [-0.2026, -1.3126, 1.7228], [-0.0458, -3.0007, 2.2807], [-1.6605, -1.5362, 3.6044], [-0.4351, -2.1156, 4.5720]]}

two:
{"formula": "C2H9NS2", "method": "ωB97M-V with the def2-TZVPD basis set", "orbital_gap_ev": 9.422, "e_lumo_ev": 0.323, "smiles": "CSS.CN", "symbols": ["C", "N", "H", "H", "H", "H", "H", "C", "S", "S", "H", "H", "H", "H"], "positions_angstrom": [[-1.1618, 1.7461, 1.9479], [-1.7825, 0.4273, 1.6935], [-0.6669, 2.1016, 1.0353], [-0.3223, 1.5542, 2.6290], [-1.9307, 2.4096, 2.3648], [-2.7507, 0.4234, 1.4038], [-1.2872, 0.0563, 0.8903], [1.1219, -0.2323, -1.5786], [2.7498, -1.2020, -1.8733], [1.7803, -2.9749, -2.4890], [0.6646, -0.7204, -0.7155], [0.5172, -0.6587, -2.3730], [1.0751, 0.8531, -1.5309], [1.9931, -3.7833, -1.4043]]}

Which structure is the least stable? The one labeled two.